Density functional theory data (wB97M-V/def2-TZVPD) for a molecular structure, C15H22AsBiF6N6O5S.

Cartesian coordinates (Å):
1 O -2.1156 -1.1711 0.8739
2 C -3.3476 -1.1678 0.3725
3 O -4.1998 -1.9472 0.6939
4 H -3.5357 2.7598 -1.5339
5 O -1.3595 1.2978 2.0854
6 H 1.2198 -2.8524 4.2302
7 F 0.8870 -0.8562 -4.6520
8 O -1.4301 4.1641 -1.4763
9 F 0.9751 -0.5090 -2.2010
10 C -3.6309 -0.0666 -0.6608
11 H 0.8773 3.1839 0.5614
12 F -0.9149 0.3775 -3.4325
13 N 0.4483 -2.5956 -0.0757
14 N 1.6827 2.8329 1.1049
15 C 3.8242 1.7467 1.1069
16 H 1.4885 2.4485 2.0208
17 F -1.2394 -1.4970 -1.9300
18 H -0.2919 -3.1216 -0.5281
19 C -3.4300 1.7706 0.9087
20 C -2.6618 2.1235 -1.3864
21 C 2.8037 2.5256 0.4755
22 H -4.0933 2.5917 0.6217
23 C 5.1405 1.9497 -0.8929
24 N -2.8651 1.1414 -0.3065
25 C 4.9704 1.4727 0.4205
26 As -0.1794 -1.1917 -3.3740
27 H 1.2837 -2.6350 -0.6558
28 C 0.8939 -2.2684 2.2483
29 C 0.5551 -5.5655 0.7470
30 H 3.6657 1.3852 2.1146
31 H -1.8505 3.1626 1.4498
32 H -3.3076 -0.4183 -1.6420
33 H -4.0377 1.0253 1.4252
34 H 1.3103 -5.5911 -0.0392
35 H -1.7630 0.5328 2.5265
36 H 4.2906 3.0566 -2.5378
37 O -0.4907 2.4471 -0.4060
38 F -1.3806 -1.8653 -4.3692
39 H -2.8222 2.5826 2.8057
40 N 0.9824 -4.4193 2.9097
41 N 0.7050 -3.0886 1.1927
42 Bi -0.6243 0.1324 -0.0319
43 S 0.8819 -0.5641 2.2866
44 H -2.4599 1.5928 -2.3182
45 F 0.5305 -2.7404 -3.0570
46 C -2.3675 2.2992 1.8561
47 C 4.1417 2.7073 -1.5260
48 C 2.9842 2.9992 -0.8648
49 H 2.1910 3.5715 -1.3291
50 H -4.7062 0.1122 -0.6921
51 H 0.6212 -6.4744 1.3376
52 H 5.7521 0.8875 0.8838
53 H -0.4266 -5.5224 0.2733
54 N 1.0678 -3.1038 3.2666
55 H 6.0558 1.7271 -1.4239
56 C 0.7578 -4.3990 1.6346
57 C -1.4566 3.0243 -1.0915

The LUMO energy (alpha / beta) comes out at -0.109 / -0.231 Eh. As for the multiplicity: 2. As for the charge: +1. The energy relative to the best compared isomer or geometry (same formula, charge and spin) comes out at 0.584 eV. Its electronic energy is -128906.8810 eV. The calculation puts the HOMO energy (alpha / beta) at -12.2 / -12.2 eV. Its expectation value of S² is 0.78. The orbital gap (alpha / beta) is 9.248 / 5.933 eV.

Atom charges from the Löwdin analysis, given in e for atoms 1 to 6: number 1, O, carries -0.28; number 2, C, carries -0.62; number 3, O, carries 0.12; number 4, H, carries 0.14; number 5, O, carries -0.25; number 6, H, carries 0.17

=====

Density functional theory data (wB97M-V/def2-TZVPD) for 3 unconnected molecules or ions with the total composition C10H23NO4P in a non-equilibrium geometry.

Cartesian coordinates (Å):
1 H -3.5520 -1.7718 -3.3613
2 H 3.4211 0.6421 -1.1759
3 H -4.9418 -1.0289 -2.5465
4 H 3.1793 -0.6200 0.1782
5 O -3.7748 -2.2264 -1.3682
6 C -0.0246 0.5328 -2.1345
7 H -6.0294 -3.2737 -2.3431
8 O 2.4913 2.3829 3.2807
9 H 1.9605 2.7224 4.0147
10 H 2.0398 2.1529 1.0243
11 C -5.2371 -3.0977 -3.0753
12 H -4.6579 -4.0230 -3.1469
13 H 0.4317 0.2331 -3.1480
14 H -5.6935 -2.8928 -4.0465
15 H -1.1452 0.7416 -2.2200
16 H 3.6503 -0.2447 5.0297
17 H 2.0936 2.1744 -2.1488
18 H 4.1181 1.1704 3.0123
19 C -1.2251 -1.2017 -0.1997
20 H 1.1271 0.5515 0.9462
21 H -0.9790 -1.7959 0.7424
22 P 0.9804 1.8699 -1.2672
23 H 1.1828 -1.2453 -0.8055
24 H -3.2504 -3.0345 -1.4603
25 N -2.0881 3.1314 0.2746
26 H 2.2515 0.7814 5.4148
27 C -4.3553 -1.9458 -2.6379
28 C 0.0939 -0.9271 -1.2117
29 C 3.5069 1.5506 3.8342
30 H 4.0996 1.0121 0.5595
31 C -0.9447 3.1956 -0.1390
32 H -2.2824 -0.9992 -0.6214
33 H 2.2382 -0.1913 3.9509
34 C 1.8133 1.2409 0.3397
35 C 2.8818 0.4046 4.6042
36 C 3.2390 0.5185 -0.0348
37 O 0.1548 3.3538 -1.0393
38 O -0.9161 -2.0010 -1.5595
39 H 4.1428 2.1578 4.4848

The LUMO energy comes out at -0.161 Eh. As for the multiplicity: 1. As for the charge: +1. Its electronic energy is -29698.1637 eV. The calculation puts the HOMO energy at -12.7 eV. The orbital gap is 8.304 eV.

Atom charges from the Löwdin analysis, given in e for atoms 1 to 6: number 1, H, carries 0.11; number 2, H, carries 0.07; number 3, H, carries 0.12; number 4, H, carries 0.09; number 5, O, carries -0.12; number 6, C, carries -0.19

=====

Density functional theory data (wB97M-V/def2-TZVPD) for 5 unconnected molecules or ions with the total composition C38H79BrFN2O17PS2 in a non-equilibrium geometry.

Cartesian coordinates (Å):
1 H 4.0127 -3.4656 -7.1611
2 O -2.4899 -1.5834 1.5566
3 C 2.6171 -5.9965 3.6541
4 H 0.6480 -1.6482 4.7733
5 H 4.8199 -1.7781 3.1023
6 H 7.5725 -0.9566 6.8226
7 C -5.5420 2.5862 1.4127
8 C 5.1450 -0.9278 3.7125
9 H 2.8380 -1.6523 -8.0648
10 H -0.6646 3.9320 0.7193
11 H 5.0634 0.7037 5.8140
12 H -4.6282 3.0605 1.7806
13 H 2.7404 9.7547 -1.4647
14 H -3.5433 0.7196 -2.1461
15 H 5.4542 -2.4329 -7.4433
16 O -7.1560 2.2520 -2.9645
17 C -1.0776 -3.8027 1.7682
18 P -0.5550 -2.2071 4.1401
19 C 0.4105 4.0314 0.8970
20 H 1.4379 4.4695 -3.4500
21 H -6.3902 3.2431 1.6230
22 C -4.5235 1.0616 -1.7951
23 H 8.5807 0.3831 6.2429
24 H 7.0774 -1.8868 3.7992
25 C -0.1973 6.9538 -2.0050
26 O 3.9421 -1.5829 -6.3067
27 H 3.3254 0.5584 6.0399
28 C -4.7894 -4.3272 -1.3907
29 H -1.5141 -4.3463 2.7476
30 C 6.4046 -1.3479 4.4740
31 H 0.9310 -0.7635 2.4420
32 H -1.1827 7.3247 -2.3085
33 O 2.2336 -0.0226 -3.7859
34 H 2.6241 0.6540 -6.0435
35 H 5.6770 3.3482 2.1219
36 H -4.4319 -1.1227 3.2287
37 C 1.2515 -5.0303 3.6764
38 O 5.0132 2.1860 3.6668
39 H -4.9250 -4.9184 -2.3980
40 H 0.3403 9.0229 -1.7022
41 H -4.8578 -5.5737 3.4048
42 H 1.6310 3.2796 -1.4152
43 H -4.6028 -2.2013 4.7693
44 C -4.8285 -2.1586 3.5981
45 H 4.0889 -0.3774 -7.9559
46 H -3.3566 -2.1847 -0.6996
47 H -4.8476 1.8531 -2.4743
48 H -8.4453 2.6830 -4.5307
49 C 0.9065 4.1003 -1.4106
50 H 1.8029 -6.9484 2.1171
51 C 0.0855 -2.8576 2.4097
52 H -3.0544 -5.3463 3.8986
53 H 1.7087 1.9140 -3.2787
54 C 0.9225 -0.4699 -4.1344
55 C 0.9709 -1.3302 -5.3996
56 H 0.3414 -5.6622 3.2981
57 C 4.7324 3.0781 2.6010
58 H 3.5308 -5.3191 3.9430
59 H -6.0116 -2.1167 3.4841
60 H 5.1616 -3.1569 -5.8447
61 H 2.0506 0.7853 -7.7008
62 C 0.7967 8.1135 -2.1077
63 H -6.9878 0.7460 -0.8399
64 O -5.4713 2.3842 0.0107
65 H 3.5307 2.6654 4.9961
66 C -3.1692 -4.4317 -1.0272
67 O -5.3791 -0.0844 -1.8889
68 C -2.5525 -3.0177 -0.4531
69 C 0.4460 -1.4772 1.6136
70 O 0.1002 5.8859 -2.9140
71 O 2.7433 -6.6681 2.3433
72 N -0.6526 -4.9771 0.9440
73 O -1.2819 0.6833 1.9494
74 H -5.4326 -4.8752 -0.5808
75 C -6.7813 0.1796 -1.7502
76 H -8.4688 0.6803 -3.0006
77 C -4.3608 1.5650 -0.3587
78 H 5.3353 -0.0981 3.0282
79 O 4.0406 -0.6413 4.5799
80 H 3.8811 8.4705 -1.0009
81 C -2.4270 -2.9985 1.2221
82 H 1.6913 0.7287 -1.9306
83 C 2.2027 1.0388 -2.8458
84 H 1.0688 8.2766 -3.1562
85 C 3.3121 -0.9180 -7.4044
86 H 0.5422 -1.0677 -3.2999
87 H 2.4375 -6.8356 4.4837
88 H -0.2958 6.5850 -0.9821
89 H 4.0950 2.5897 1.8575
90 H 2.1988 -2.8898 3.4075
91 H 2.1049 5.6721 -2.3534
92 H -3.4566 2.1778 -0.2860
93 H 4.2521 3.9866 2.9746
94 O 7.1022 -0.1980 4.9554
95 H 0.2619 0.3906 -4.2980
96 C -4.0862 -4.8059 3.8938
97 H 3.3425 8.5858 -2.6875
98 H -4.5051 -4.5789 4.9659
99 C -7.4115 2.8587 -4.2204
100 H 0.5564 4.5804 1.8310
101 H 8.7987 -1.2365 5.5418
102 S 0.7150 -4.5015 -1.7065
103 C -7.3854 0.8410 -2.9916
104 N -3.7302 -3.6496 1.6213
105 H 3.2327 1.3105 -2.6001
106 C -4.1379 -3.4684 2.8878
107 C 1.4842 -3.6439 2.8219
108 H -5.1056 -3.2195 -1.6001
109 H 0.0381 -1.9028 -5.4544
110 H -7.2492 -0.8038 -1.6290
111 C 8.0645 -0.5323 5.9421
112 O 1.0062 -0.5499 -6.6013
113 O 1.0155 4.7685 -0.1527
114 C 3.0337 8.7169 -1.6459
115 C 1.2197 5.0655 -2.5566
116 H -5.7079 1.6335 1.9248
117 O 1.9678 7.8344 -1.3365
118 H 2.1227 -3.9719 1.8673
119 H 1.1522 -4.6942 4.8176
120 H -6.7181 2.4733 -4.9742
121 S -1.1607 -0.6573 1.1177
122 C 4.6819 -2.7185 -6.7236
123 H 6.1291 -1.9998 5.3123
124 F -2.4942 -4.6530 -2.3603
125 H -4.2789 0.7108 0.3250
126 H 0.8721 3.0449 0.9914
127 C 3.8325 1.8112 4.3805
128 H -6.9433 0.4070 -3.8950
129 H -1.4599 -1.0823 3.9886
130 H -1.5534 -2.6772 -0.9761
131 H 1.7886 -2.0537 -5.3743
132 C 4.1150 0.6065 5.2818
133 C 2.2631 0.0738 -6.8951
134 C 0.2333 -4.7301 -0.0535
135 O -1.0691 -3.3419 5.0973
136 H -0.1052 3.6948 -1.5354
137 O -1.1561 -0.1505 -0.3775
138 H 3.0305 1.5665 3.6754
139 Br 1.8276 -1.6004 0.1814
140 H -7.2497 3.9350 -4.1206
141 H -2.9217 -5.3724 -0.3511

The LUMO energy comes out at -0.033 Eh. As for the multiplicity: 1. Its electronic energy is -182175.2257 eV. Its SMILES is CC(C)=N[C@@]1(C[C@@H](C)F)OS(=O)(=O)[C@H](Br)[C@@](CCCO)([PH2]=O)[C@@H]1N=C=S.COCCOCCOC.COCCOCCOC.COCCOCCOC.COCCOCCOC. The calculation puts the HOMO energy at -9.1 eV. The orbital gap is 8.166 eV.

Atom charges from the Löwdin analysis, given in e for atoms 1 to 6: number 1, H, carries 0.09; number 2, O, carries -0.25; number 3, C, carries -0.23; number 4, H, carries 0.05; number 5, H, carries 0.12; number 6, H, carries 0.09